Density functional theory data (the ωB97M-V functional and the def2-TZVPD basis) for C5H6S3 in the gas phase at a distorted geometry.

Properties
Largest force on an atom ... 0.16072 Eh/bohr
SMILES string ... CSSc1cccs1
DFT total energy ... -37786.017 eV
Highest occupied orbital energy ... -8.68 eV
Frontier orbital gap ... 9.08 eV
E_LUMO ... 0.4 eV

```
! wB97M-V def2-TZVPD RIJCOSX def2/J DEFGRID3
* xyz 0 1
C 2.305 0.074 1.607
S 2.572 0.972 0.108
S 0.773 2.035 -0.079
C -0.443 0.813 -0.356
C -0.723 0.125 -1.481
C -1.806 -0.758 -1.372
C -2.295 -0.773 -0.052
S -1.482 0.330 0.928
H 1.331 -0.686 1.292
H 2.119 0.690 2.530
H 3.178 -0.320 1.531
H -0.116 0.257 -2.408
H -2.078 -1.486 -2.339
H -3.334 -1.272 0.092
*
```